No. 1
This record from OMol25 describes a structure of composition C16H39B2ClLiN3Na2O7P. The level of theory is ωB97M-V/def2-TZVPD.

Computed properties:
E_HOMO (eV): -0.88
E_LUMO (eV): 0.23
Total charge: -1
Spin multiplicity: 1
E_tot (a.u.): -2507.09860

Structure (XYZ):
```
72
Properties=species:S:1:pos:R:3:mulliken_charge:R:1
C 3.69 -2.76 2.10 -0.8687
C 2.35 -2.79 2.26 -0.3368
C 1.30 -2.79 1.19 -1.1053
C 1.58 -1.84 -0.02 2.7065
C 2.34 -2.69 -1.07 -0.8898
C 2.93 -1.99 -2.29 -1.5091
C 4.29 -1.24 -2.11 0.8500
C 4.16 0.29 -2.05 -1.6871
C 5.16 -1.68 -0.92 -1.0878
O 2.28 -0.71 0.39 -0.3731
P 1.37 0.83 0.19 -0.5547
B 1.29 1.14 2.13 0.6203
C 0.59 2.44 2.68 -1.0506
O 1.86 0.28 3.08 -0.3964
O -0.10 -0.16 0.04 0.0977
C 0.26 -1.35 -0.65 -1.3860
B -1.06 -2.21 -0.59 0.2278
O -1.09 -3.59 -0.35 -0.4622
N -2.34 -1.51 -0.85 0.1414
C -3.31 -1.69 0.22 -0.9473
C -2.81 -2.03 -2.14 -1.1664
H 4.25 -3.46 1.48 0.3355
H 4.27 -1.98 2.59 0.1940
H 1.97 -2.85 3.28 0.4731
H 0.37 -2.50 1.68 0.3422
H 1.13 -3.80 0.82 0.3031
H 1.56 -3.36 -1.45 0.2220
H 3.06 -3.32 -0.55 0.6392
H 2.24 -1.29 -2.74 0.4064
H 3.10 -2.77 -3.05 0.3171
H 4.87 -1.44 -3.02 0.5523
H 4.15 0.65 -1.03 0.1928
H 3.32 0.66 -2.62 0.4006
H 5.06 0.71 -2.52 0.4865
H 6.20 -1.49 -1.19 0.3283
H 5.12 -2.72 -0.63 0.1158
H 4.96 -1.05 -0.06 0.2156
H 0.61 2.06 -0.02 -0.2262
H 2.58 1.69 0.23 0.0138
H 1.52 0.74 -1.25 -0.1450
H 1.16 2.81 3.54 0.2383
H -0.43 2.25 3.01 0.3507
H 0.59 3.26 1.96 0.2295
H 2.71 0.63 3.35 0.2327
H 0.37 -1.06 -1.71 0.0139
H -1.37 -3.80 0.54 0.2161
H -4.18 -2.30 -0.08 0.5919
H -3.71 -0.73 0.53 0.7308
H -2.87 -2.16 1.12 -0.4271
H -1.99 -2.50 -2.69 0.3051
H -3.20 -1.23 -2.78 0.2144
H -3.58 -2.80 -2.04 0.4016
C -4.55 1.78 -0.57 0.4918
O -4.16 1.43 0.53 -0.6484
N -3.79 1.65 -1.70 -0.3601
N -5.80 2.32 -0.74 -0.0566
H -4.10 1.92 -2.61 0.1616
H -2.87 1.26 -1.58 0.2006
H -6.36 2.40 0.08 -0.0029
H -6.17 2.62 -1.63 0.0911
Na 4.88 -4.03 -1.94 0.2863
Na -8.44 2.55 0.52 0.4863
Cl -7.50 -0.18 0.06 -0.7699
Li -4.00 -2.69 2.43 0.1423
O -0.30 5.67 0.98 -0.4402
C -1.46 5.30 1.02 0.0162
C -2.47 6.76 1.80 -0.1898
O -3.64 6.39 1.84 -0.4435
H -1.74 4.45 1.68 0.1831
H -2.01 5.15 0.07 0.2258
H -2.17 7.55 1.08 0.2641
H -1.89 6.89 2.72 0.2748
```

No. 2
This record from OMol25 describes a cluster of 3 separate species, C16H39B3N4O4 in total. The level of theory is ωB97M-V/def2-TZVPD.

Computed properties:
E_HOMO (eV): -8.15
E_LUMO (eV): 0.07
Total charge: 0
SMILES: CCCNB1OBOB(N=C=O)O1.CCN(CC)CC.CCN(CC)CC
Spin multiplicity: 1
E_tot (a.u.): -1227.79019

Structure (XYZ):
```
66
Properties=species:S:1:pos:R:3:mulliken_charge:R:1
C -4.76 4.73 1.77 -0.7887
C -3.81 3.43 1.94 -0.4349
C -3.01 3.00 0.61 -0.4277
N -2.34 4.12 -0.13 -0.1695
B -1.36 4.86 0.71 0.2298
O -0.71 4.35 1.91 -0.2207
B -0.74 5.34 2.97 0.4238
O -0.20 6.65 2.68 -0.4098
B -0.86 7.09 1.44 0.3429
N -1.29 8.55 1.43 -0.4541
C -2.54 8.64 1.09 0.7475
O -3.60 8.91 0.46 -0.4782
O -1.07 6.24 0.29 -0.3148
H -4.14 5.64 2.15 0.0765
H -4.98 4.94 0.65 0.2242
H -5.73 4.66 2.40 0.3303
H -3.08 3.52 2.84 0.2086
H -4.51 2.54 2.21 0.4417
H -3.77 2.50 -0.12 0.3951
H -2.24 2.17 0.87 0.0800
H -3.00 4.73 -0.62 0.2785
H -1.23 5.08 4.02 -0.0754
C -0.80 2.05 -1.80 -1.1447
C -0.79 0.55 -1.50 -0.1828
N -1.33 -0.27 -2.58 0.1443
C -1.54 -1.67 -2.18 -0.9609
C -0.31 -2.50 -1.82 -0.7195
C -0.73 -0.09 -3.90 -0.6876
C 0.77 -0.34 -4.03 -0.9894
H -1.81 2.40 -2.02 0.2406
H -0.44 2.60 -0.93 0.1008
H -0.14 2.30 -2.63 0.5253
H -1.39 0.40 -0.60 0.3423
H 0.24 0.25 -1.24 0.0477
H -2.10 -2.19 -2.97 0.3767
H -2.21 -1.67 -1.31 0.4053
H 0.24 -2.81 -2.71 0.2100
H -0.62 -3.42 -1.32 0.4665
H 0.37 -1.98 -1.15 0.1839
H -0.94 0.93 -4.23 0.3599
H -1.26 -0.72 -4.63 0.3582
H 1.35 0.08 -3.21 0.2449
H 1.14 0.13 -4.95 0.3821
H 1.00 -1.41 -4.11 0.2933
C 1.76 -4.90 3.16 -1.4771
C 2.01 -4.40 1.74 -0.1795
N 3.39 -4.04 1.47 0.0675
C 3.57 -3.33 0.19 -0.6755
C 3.25 -4.09 -1.09 -0.9618
C 4.39 -5.06 1.74 -0.7229
C 4.27 -6.40 1.01 -0.9504
H 2.07 -4.16 3.89 0.3317
H 0.69 -5.09 3.30 0.4359
H 2.28 -5.84 3.36 0.3044
H 1.38 -3.51 1.60 0.3463
H 1.64 -5.15 1.03 0.2404
H 4.59 -2.94 0.13 0.3419
H 2.93 -2.44 0.22 0.3747
H 4.04 -4.80 -1.35 0.3096
H 3.18 -3.39 -1.93 0.3673
H 2.30 -4.63 -1.04 0.2285
H 4.39 -5.27 2.82 0.3887
H 5.40 -4.65 1.56 0.3342
H 3.24 -6.76 0.97 0.2389
H 4.85 -7.16 1.52 0.3737
H 4.65 -6.33 -0.01 0.2816
```

Which value of E_HOMO does entry 1 give?
-0.88 eV

E_tot of number 2 (C16H39B3N4O4)?
-1227.79019 a.u.

What did the first record say?
This record from OMol25 describes a structure of composition C16H39B2ClLiN3Na2O7P. The level of theory is ωB97M-V/def2-TZVPD.

Computed properties:
E_HOMO (eV): -0.88
E_LUMO (eV): 0.23
Total charge: -1
Spin multiplicity: 1
E_tot (a.u.): -2507.09860

Structure (XYZ):
```
72
Properties=species:S:1:pos:R:3:mulliken_charge:R:1
C 3.69 -2.76 2.10 -0.8687
C 2.35 -2.79 2.26 -0.3368
C 1.30 -2.79 1.19 -1.1053
C 1.58 -1.84 -0.02 2.7065
C 2.34 -2.69 -1.07 -0.8898
C 2.93 -1.99 -2.29 -1.5091
C 4.29 -1.24 -2.11 0.8500
C 4.16 0.29 -2.05 -1.6871
C 5.16 -1.68 -0.92 -1.0878
O 2.28 -0.71 0.39 -0.3731
P 1.37 0.83 0.19 -0.5547
B 1.29 1.14 2.13 0.6203
C 0.59 2.44 2.68 -1.0506
O 1.86 0.28 3.08 -0.3964
O -0.10 -0.16 0.04 0.0977
C 0.26 -1.35 -0.65 -1.3860
B -1.06 -2.21 -0.59 0.2278
O -1.09 -3.59 -0.35 -0.4622
N -2.34 -1.51 -0.85 0.1414
C -3.31 -1.69 0.22 -0.9473
C -2.81 -2.03 -2.14 -1.1664
H 4.25 -3.46 1.48 0.3355
H 4.27 -1.98 2.59 0.1940
H 1.97 -2.85 3.28 0.4731
H 0.37 -2.50 1.68 0.3422
H 1.13 -3.80 0.82 0.3031
H 1.56 -3.36 -1.45 0.2220
H 3.06 -3.32 -0.55 0.6392
H 2.24 -1.29 -2.74 0.4064
H 3.10 -2.77 -3.05 0.3171
H 4.87 -1.44 -3.02 0.5523
H 4.15 0.65 -1.03 0.1928
H 3.32 0.66 -2.62 0.4006
H 5.06 0.71 -2.52 0.4865
H 6.20 -1.49 -1.19 0.3283
H 5.12 -2.72 -0.63 0.1158
H 4.96 -1.05 -0.06 0.2156
H 0.61 2.06 -0.02 -0.2262
H 2.58 1.69 0.23 0.0138
H 1.52 0.74 -1.25 -0.1450
H 1.16 2.81 3.54 0.2383
H -0.43 2.25 3.01 0.3507
H 0.59 3.26 1.96 0.2295
H 2.71 0.63 3.35 0.2327
H 0.37 -1.06 -1.71 0.0139
H -1.37 -3.80 0.54 0.2161
H -4.18 -2.30 -0.08 0.5919
H -3.71 -0.73 0.53 0.7308
H -2.87 -2.16 1.12 -0.4271
H -1.99 -2.50 -2.69 0.3051
H -3.20 -1.23 -2.78 0.2144
H -3.58 -2.80 -2.04 0.4016
C -4.55 1.78 -0.57 0.4918
O -4.16 1.43 0.53 -0.6484
N -3.79 1.65 -1.70 -0.3601
N -5.80 2.32 -0.74 -0.0566
H -4.10 1.92 -2.61 0.1616
H -2.87 1.26 -1.58 0.2006
H -6.36 2.40 0.08 -0.0029
H -6.17 2.62 -1.63 0.0911
Na 4.88 -4.03 -1.94 0.2863
Na -8.44 2.55 0.52 0.4863
Cl -7.50 -0.18 0.06 -0.7699
Li -4.00 -2.69 2.43 0.1423
O -0.30 5.67 0.98 -0.4402
C -1.46 5.30 1.02 0.0162
C -2.47 6.76 1.80 -0.1898
O -3.64 6.39 1.84 -0.4435
H -1.74 4.45 1.68 0.1831
H -2.01 5.15 0.07 0.2258
H -2.17 7.55 1.08 0.2641
H -1.89 6.89 2.72 0.2748
```